Record 1
{
  "formula": "C4H6S",
  "method": "ωB97M-V/def2-TZVPD",
  "elements": ["C", "C", "C", "C", "S", "H", "H", "H", "H", "H", "H"],
  "coordinates": [[1.2296, -0.0096, -0.6615], [-1.2879, -0.0550, -0.5178], [2.6095, 0.0433, -0.1700], [-2.6666, -0.0642, 0.2350], [0.0057, 0.0700, 0.5331], [3.1533, -0.7522, -0.6952], [2.9256, 0.1220, 0.8775], [2.9715, 0.9875, -0.6781], [-2.6903, -1.1882, 0.5746], [-3.5690, 0.0329, -0.4230], [-2.6813, 0.8136, 0.9253]],
  "forces_ev_per_angstrom": [[0.1018, -0.2176, 0.1761], [-2.7824, -0.1128, -0.0087], [0.7673, 1.0121, -0.5004], [1.0914, -0.7682, -1.1334], [0.4675, 0.1208, 0.0960], [0.0760, 0.1699, 0.0930], [-0.4215, -0.2400, 0.0831], [-0.1283, -0.7890, 0.2730], [-0.0872, 2.1573, 0.3450], [1.1336, -0.0572, 0.1552], [-0.2182, -1.2753, 0.4211]],
  "nbo_charge": [-0.0742, -0.1022, -0.7979, -0.7688, 0.3003, 0.2661, 0.1969, 0.2797, 0.2516, 0.2269, 0.2216],
  "smiles": "CC#S#CC",
  "relative_energy_ev": 5.772,
  "energy_ev": -15074.0205,
  "fmax_ev_per_a": 2.8
}


Record 2
{
  "formula": "C4H6S2",
  "method": "ωB97M-V/def2-TZVPD",
  "elements": ["C", "C", "C", "C", "H", "H", "H", "H", "H", "H", "S", "S"],
  "coordinates": [[1.5231, -0.9125, -0.5113], [0.7829, 0.4068, -0.2563], [-0.4240, 0.0415, 0.5378], [-1.7013, 0.8108, 0.4836], [1.7743, -1.4422, 0.4097], [0.8050, -1.5302, -1.1193], [2.4152, -0.7782, -1.0793], [-0.2463, -0.3454, 1.5589], [-1.7958, 1.6468, -0.1908], [-2.4407, 1.1479, 1.2211], [1.0322, 1.8352, -0.8489], [-1.7245, -0.8806, -0.2052]],
  "forces_ev_per_angstrom": [[-0.7634, 0.3692, -0.5760], [-0.5317, -3.0698, 0.4936], [-0.6809, 1.0781, 2.5578], [-0.8026, 0.6854, -0.6499], [-0.2524, 0.0784, 0.0361], [0.7516, 0.3927, 0.6433], [0.6448, 0.1924, -0.4296], [0.4797, 0.2000, -0.6211], [0.6753, -0.2682, -1.0356], [0.8030, -1.2293, 0.8609], [0.6545, 1.5475, -0.6590], [-0.9779, 0.0236, -0.6205]],
  "nbo_charge": [-0.6729, -0.1016, -0.4295, -0.4790, 0.2283, 0.2411, 0.2290, 0.2463, 0.2317, 0.2381, 0.1263, 0.1422],
  "smiles": "CC(=S)[C@H]1CS1",
  "relative_energy_ev": 1.175,
  "energy_ev": -25914.1158,
  "fmax_ev_per_a": 3.2
}